Density functional theory data (ωB97M-V with the def2-TZVPD basis set) for a molecular structure, C21H22CeN2 at a distorted geometry.

For the HOMO energy (alpha / beta), the calculation gives -14.210 / -14.229 eV. The calculation puts the energy above the lowest of the compared OMol25 structures with the same formula, charge and spin at 97.7 kJ/mol. The value obtained for the largest force on an atom is 3.98 eV/A.

Structure (ORCA input):
```
! wB97M-V def2-TZVPD RIJCOSX def2/J DEFGRID3
* xyz 2 1
Ce 0.6347 0.2248 0.2181
N 1.6864 -1.2436 -1.3891
N 1.2065 1.4151 -1.9018
C 3.5517 -2.6445 -2.8997
C -4.6204 -0.4466 3.5666
C 2.2716 -0.6912 -2.4924
C -0.3088 -0.0336 2.8711
C -5.7375 -1.1043 3.0178
C 3.1760 -1.3928 -3.2778
C 2.0248 0.7513 -2.7445
C 2.6984 1.4442 -3.7272
C 1.7104 3.4428 -2.9223
C -0.7401 1.3965 2.3359
C -1.3584 -0.5114 -0.1448
C -3.5042 -0.2612 2.8030
C 0.9364 2.7470 -1.9899
C 2.9373 -3.2342 -1.7698
C -2.3289 -0.5644 0.6453
C 2.7513 0.9996 0.8493
C -4.5730 -1.3882 0.9359
C 1.9261 -2.5460 -1.0509
C 2.5838 2.7960 -3.7917
C -5.7086 -1.5816 1.6929
C -3.4652 -0.7068 1.4743
H 0.1678 3.1349 -1.3238
H -4.6336 -0.0906 4.6099
H 3.5789 -0.8781 -4.1649
H -2.6147 0.2079 3.1910
H -0.3108 2.0146 1.4818
H 3.5233 0.3698 0.3732
H 4.3147 -3.1391 -3.4791
H -4.5095 -1.7743 -0.0862
H 3.3181 0.8494 -4.3614
H -6.6434 -1.2603 3.6325
H 2.7905 0.8093 1.9362
H 0.5342 -0.8261 2.7104
H 1.3152 -2.9045 -0.2363
H -1.0670 -0.7962 2.7213
H 1.6032 4.5088 -2.9359
H -6.5772 -2.1121 1.2853
H 3.0366 2.0443 0.6876
H 3.2397 -4.2165 -1.4312
H 3.1880 3.2901 -4.5123
H -0.0907 1.7983 3.1406
H -0.2251 0.1109 3.9979
H -1.6889 1.9924 2.4549
*
```

These are the Mulliken partial charges, in e, on atoms 1 to 5: number 1, Ce, carries 0.64; number 2, N, carries -0.03; number 3, N, carries -0.11; number 4, C, carries -0.51; number 5, C, carries -1.03

=====

Density functional theory data (ωB97M-V with the def2-TZVPD basis set) for a molecular structure, C20H30CaO12 at a distorted geometry.

For the HOMO energy, the calculation gives -8.949 eV. The value obtained for the largest force on an atom is 2.92 eV/A.

Structure (ORCA input):
```
! wB97M-V def2-TZVPD RIJCOSX def2/J DEFGRID3
* xyz 0 1
Ca -0.3154 -0.2039 -0.4599
O -0.1785 -2.5359 -1.0610
O -0.4552 3.9026 -1.3552
O -2.7677 -0.9710 -0.7918
O -2.0626 -0.4066 1.1802
O 1.3536 1.5239 -0.1733
O 0.9213 -2.6531 3.4385
O 1.1363 -0.0914 1.2830
O -0.8625 -3.8689 2.9930
O 0.8550 -0.5232 -2.6441
O 1.9911 -2.8248 -0.3337
O 2.2272 -0.2244 -4.2949
O -1.3651 1.8510 -1.3053
C -0.3081 5.0305 -0.4707
C -0.1367 -0.7418 4.4410
C 1.2370 -1.3727 4.0974
C 2.8168 2.0660 -4.0569
C 0.6602 -4.6630 -1.1357
C -1.1527 -3.3944 -1.6878
C 1.4614 0.2294 -3.3169
C -1.1641 -1.6790 3.8234
C -0.3705 -2.8254 3.3675
C -2.9917 -0.8220 0.4229
C 0.9329 -3.2706 -0.7694
C 1.7141 1.0047 0.9427
C -1.0594 2.8934 -0.6948
C -1.3722 4.8762 0.6398
C -0.8052 -4.8100 -1.3047
C 2.5923 1.8249 1.8584
C 1.5300 1.7347 -3.2350
C 2.8369 0.8303 -4.9928
C -4.3824 -1.1532 1.0133
C -1.5202 3.3079 0.6739
H 2.4072 1.6291 2.8636
H 1.1298 -5.2916 -0.4083
H 3.8984 0.5716 -5.2614
H -2.0739 -1.9843 4.3842
H 2.3868 2.8452 1.6210
H -1.2120 -5.1743 -0.3089
H 2.1936 0.9762 -5.8861
H 1.1573 -4.7632 -2.1153
H -0.1595 0.2366 4.0780
H 1.8262 -1.5414 5.0063
H -2.5215 2.9395 0.7663
H 0.6906 2.2229 -3.7756
H -1.0344 -3.1324 -2.7205
H 3.7469 1.9720 -3.5214
H -0.8721 2.8547 1.3901
H -0.3180 -0.6120 5.5273
H 0.7183 5.0193 0.0584
H -5.1358 -1.4715 0.3309
H -2.0832 -2.9508 -1.3175
H 1.7159 -0.7987 3.3186
H -1.1453 -5.5436 -2.0228
H -1.0434 5.3721 1.5692
H -2.3040 5.2948 0.2511
H -4.6177 -0.2209 1.4603
H 3.6414 1.7355 1.6866
H -0.3497 5.9447 -1.0302
H -1.5480 -1.1920 2.9027
H 2.7076 3.0100 -4.5207
H -4.2478 -1.9754 1.7509
H 1.4503 1.9880 -2.1683
*
```

These are the Mulliken partial charges, in e, on atoms 1 to 5: number 1, Ca, carries 1.81; number 2, O, carries -0.19; number 3, O, carries -0.28; number 4, O, carries -0.68; number 5, O, carries -0.73

=====

Density functional theory data (ωB97M-V with the def2-TZVPD basis set) for a molecular structure, C17H53Li2N10O19 at a distorted geometry.

For the HOMO energy (alpha / beta), the calculation gives -8.954 / -8.953 eV. The expectation value of S² is 0.80. The value obtained for the largest force on an atom is 6.16 eV/A.

Structure (ORCA input):
```
! wB97M-V def2-TZVPD RIJCOSX def2/J DEFGRID3
* xyz 0 2
O 3.9873 -3.2141 -1.8521
O 1.1929 -3.6310 -1.8842
O -3.6740 -0.8923 6.4948
O -2.6232 0.8856 1.9494
O 0.9750 0.2448 5.0224
O 1.3552 3.8311 -3.0147
O -2.2452 1.9098 -3.8973
O -5.0544 -0.7693 1.4337
O -5.3605 0.7811 -0.6186
O 1.8189 -1.2280 -0.4575
O 3.6560 -3.0435 3.2555
O -5.0114 -0.8134 -2.8808
O 3.2538 2.9461 2.5603
O 4.0153 0.1792 -1.6279
O -1.6303 4.2379 5.5415
O 1.4576 -1.1042 2.3268
O 1.9331 -4.3588 1.6349
O 0.6448 -2.7815 4.4414
O -2.4905 0.5457 -0.9931
N -3.7266 0.4543 4.7430
N -3.1018 3.4932 4.0129
N 1.7902 1.9607 -1.9304
N 3.3753 3.0612 -2.9908
N -1.2682 2.4710 4.3558
N -2.3803 -1.2033 4.6585
N 1.0476 3.1555 2.1842
N 6.0674 0.9947 -1.4563
N 5.2421 0.6987 -3.4500
N 2.3257 4.6853 1.5492
C 0.0723 -4.0104 -2.4936
C -0.3935 1.7849 -5.4909
C 5.0369 0.5496 -2.1316
C -0.5807 -4.9923 -1.5740
C 0.7967 -0.6960 -0.0251
C -0.7769 -2.8387 -3.0406
C -0.3222 -0.1671 -0.8078
C -1.9946 3.4706 4.6747
C -0.6388 -0.2313 2.0556
C -1.8622 1.4795 -5.1665
C 2.2924 3.5703 2.2134
C -1.4681 0.2626 -0.2169
C -3.2726 -0.6189 5.3748
C 0.5704 -0.8148 1.5872
C 2.1051 3.0067 -2.6559
C -2.3466 -0.0024 -5.2903
C -1.6178 0.2987 1.2920
Li 3.5107 -1.4206 2.2010
Li 3.7113 -1.6652 -0.7598
H 0.4772 -4.6036 -3.3136
H -2.4491 2.1633 -5.7798
H 2.5420 1.3391 -1.6687
H 3.1635 -2.4849 3.8880
H 0.7132 2.2096 2.3007
H -3.2880 0.5818 3.8422
H 4.4656 0.3922 -4.0185
H 5.9526 1.1677 -0.4678
H 0.0027 -5.7101 -0.9973
H -0.2554 1.6617 -6.5651
H -1.7309 -0.6831 -4.7023
H -3.3563 3.0475 3.1430
H 3.2357 5.0483 1.3037
H -1.1759 -4.4541 -0.8363
H -4.1845 -0.4661 1.6937
H -0.1501 2.8273 -5.2854
H 6.1097 1.1193 -3.7509
H 1.5362 5.1797 1.1590
H -1.7531 -1.6880 5.2845
H 0.3481 1.1937 -4.9536
H 3.7792 3.8535 -3.4695
H -2.1571 -0.9685 3.7019
H -3.3803 -0.2473 -5.0462
H -2.2342 -0.0837 -6.3714
H 0.9419 -2.9169 -1.2938
H -0.5076 2.0498 4.8698
H -2.1849 1.1123 -3.3663
H 6.7465 1.5930 -1.9045
H -4.4238 0.8518 -0.8022
H -1.1836 -2.3743 -2.1422
H -0.7436 -0.3752 3.1208
H 4.0377 2.3478 -2.7217
H 4.2846 -3.8015 -2.5470
H -5.7808 -0.4900 -2.4120
H 2.5232 -4.9550 1.1738
H 0.8296 1.7535 -1.6973
H -1.3116 -5.4999 -2.2035
H -1.6028 -3.2680 -3.6077
H -3.6638 4.2606 4.3526
H 2.4975 -3.8912 2.2507
H -0.2070 -2.1566 -3.6716
H -0.3318 -0.1622 -1.8878
H 0.9361 -0.1366 4.1454
H 0.3897 3.9120 2.3066
H 0.6804 -3.7183 4.2484
H 0.8746 -0.5015 5.6134
H -4.2691 -0.4108 -2.4302
H 3.0741 -3.4600 -1.7043
H -5.1089 -1.6623 1.7740
H -4.4352 1.0337 5.1699
H 0.4410 -2.3709 3.6011
H -5.4055 0.3754 0.2472
H -1.7017 2.0048 3.5717
*
```

These are the Mulliken partial charges, in e, on atoms 1 to 5: number 1, O, carries -0.62; number 2, O, carries -0.46; number 3, O, carries -0.72; number 4, O, carries -0.88; number 5, O, carries -0.60

=====

Density functional theory data (ωB97M-V with the def2-TZVPD basis set) for a molecular structure, C5H12O.

For the HOMO energy, the calculation gives -7.486 eV. The calculation puts the energy above the lowest of the compared OMol25 structures with the same formula, charge and spin at 457.4 kJ/mol. The value obtained for the largest force on an atom is 0.51 eV/A.

Structure (ORCA input):
```
! wB97M-V def2-TZVPD RIJCOSX def2/J DEFGRID3
* xyz 0 1
O -0.6374 -1.3471 0.9634
C -1.0762 -0.8675 -0.1651
C 1.5159 1.9403 0.0363
C -0.2831 -0.3670 1.8806
C 0.6507 0.7441 -0.4302
C -1.0783 -1.7696 -1.3469
H 2.2720 1.6433 0.7729
H 0.9070 2.7230 0.5020
H -0.7792 -1.1871 -2.2271
H -1.1253 0.2715 2.1692
H 0.2021 -0.8415 2.7301
H 1.3038 -0.0148 -0.8786
H -0.3572 -2.5774 -1.1978
H -0.0370 1.1091 -1.2027
H 0.3057 0.3589 0.8348
H -1.7807 -0.0392 -0.1011
H -2.0652 -2.2054 -1.5515
H 2.0625 2.4263 -0.7885
*
```

These are the Mulliken partial charges, in e, on atoms 1 to 5: number 1, O, carries -0.30; number 2, C, carries 0.04; number 3, C, carries -1.21; number 4, C, carries -0.73; number 5, C, carries -0.48

=====

Density functional theory data (ωB97M-V with the def2-TZVPD basis set) for 40 unconnected molecules or ions with the total composition H80O40 at a distorted geometry.

For the HOMO energy, the calculation gives -9.777 eV. The calculation puts the energy above the lowest of the compared OMol25 structures with the same formula, charge and spin at 1535.2 kJ/mol. The value obtained for the largest force on an atom is 8.38 eV/A.

Structure (ORCA input):
```
! wB97M-V def2-TZVPD RIJCOSX def2/J DEFGRID3
* xyz 0 1
O 5.4662 0.4487 -1.5900
O -4.7296 1.1105 3.6363
O -3.3509 0.6121 -1.4847
O 2.0704 -1.5161 -2.4732
O 0.9544 -0.3214 -5.0986
O 0.5962 -0.9843 3.4896
O 3.0534 1.7350 3.8437
O -2.6872 -2.1589 5.9250
O 1.5868 -4.0904 2.4019
O -2.2600 -3.0513 -4.7941
O 2.1395 5.8188 -0.9756
O 2.4643 -1.2017 5.6881
O -5.8656 -2.4181 1.3274
O 2.2667 2.1820 -0.5307
O -3.1201 -3.3010 -1.5055
O 1.0291 3.7575 2.3800
O -4.7123 -1.3528 -1.8899
O -2.5871 2.1421 2.0328
O -0.0241 0.1636 -2.3096
O -0.9761 -2.7539 1.7268
O 0.1594 -0.1566 6.2143
O -1.9949 -0.1786 4.9712
O 2.7906 -3.6311 -0.2185
O -1.6422 4.5994 2.1273
O -1.8413 2.9230 -5.1556
O 2.5444 1.3487 -6.0388
O 3.7729 -0.4389 -4.3583
O -0.6059 3.6705 -0.0978
O 5.4568 -2.7891 -0.9007
O -1.1469 -4.5240 -0.2217
O -0.2330 2.8935 -2.3469
O 0.7980 -0.9132 -0.2628
O -2.0428 0.2912 -4.2003
O 3.9195 -0.3620 0.8680
O 3.1956 2.7343 -3.7025
O -3.7904 -4.2119 1.1266
O -3.5401 3.2045 -0.5067
O 2.1955 -4.2498 -4.3910
O -0.2105 1.6390 3.2194
O 0.6551 2.3066 5.4794
H 2.3606 3.1683 -3.4462
H -0.7061 3.3068 -3.1456
H -0.2537 -4.5227 0.0302
H 3.5566 -0.0009 -0.0540
H 0.4576 -0.1038 0.0092
H 3.8816 3.0601 -4.1998
H 3.2072 -0.8890 6.1163
H -0.6806 3.2829 -1.5695
H -1.4859 0.5692 4.7042
H 1.9007 -3.6105 1.6157
H -1.6528 -0.6035 -4.3208
H 3.3793 -3.4010 0.5159
H -2.9805 1.7886 1.0858
H 4.6725 -0.0072 -4.2381
H 2.4424 6.1809 -0.1616
H 2.7245 2.1016 -5.4915
H -1.1607 4.2777 2.8543
H 4.7213 0.0438 -2.0829
H -4.7427 -4.3686 1.4181
H -1.7281 1.9763 1.3204
H 2.8322 5.8741 -1.6007
H 0.0740 1.3949 5.2033
H 5.3644 0.1103 -0.6359
H -0.1036 1.1596 -1.9381
H -3.8068 -1.7174 -1.7405
H -2.8021 3.1182 -5.2688
H -6.2043 -1.4119 1.2361
H 1.4905 3.0325 1.8955
H 0.5865 2.2398 3.4657
H -2.1043 -2.6474 5.3377
H 3.5632 1.0432 3.3646
H 0.0045 -1.4744 3.0619
H 1.7360 3.9334 3.0036
H -1.1725 3.6972 0.8057
H 2.3448 -0.6339 4.8253
H -3.3878 -1.5729 5.4825
H -2.2355 -2.9848 -5.7357
H 6.2588 -2.4317 -1.0043
H 1.8796 -3.8898 -3.4404
H 4.9295 -3.3546 -1.5724
H 1.6634 -0.8316 -4.7600
H 2.1485 1.8182 -1.5340
H 0.5482 -0.0571 -4.2335
H 0.6833 -0.9127 -1.2425
H -1.7747 -2.7131 1.2372
H -2.9423 -0.2837 -1.2051
H -5.2541 -1.6286 -1.2252
H -1.6289 -4.6240 0.6674
H 2.8224 -0.8308 -2.6659
H -0.1144 4.4527 0.2456
H -0.6232 0.2684 -2.9730
H -4.0528 1.8690 3.6444
H 2.1825 3.1684 -0.5895
H -4.2595 0.3689 -1.7349
H -0.2788 -2.8063 0.9885
H -2.2997 -0.1640 5.8134
H 1.2905 -0.9636 -2.6611
H -1.5731 1.9801 -5.1551
H 3.3081 -0.0491 -5.1411
H -3.0122 0.4149 -4.3948
H 1.9374 -3.2999 2.9720
H -2.6330 4.3945 2.4885
H -0.0973 1.2365 2.3816
H -3.0392 -3.8779 -2.2267
H -2.4512 -3.4808 -0.9120
H -0.1831 -0.7403 6.8841
H 0.8667 -0.1196 3.3281
H -2.0305 -4.0175 -4.7554
H -4.9493 -2.3432 1.6525
H -4.7046 0.8534 4.4985
H 1.0033 2.1550 6.3425
H -2.7414 3.6792 -0.6688
H -3.9463 -4.3972 0.2943
H 3.5368 -1.2979 0.7837
H -3.3333 2.4663 -1.1356
H 2.2837 -3.1049 -0.9500
H 2.2083 -3.4191 -4.8607
H 1.5664 1.3022 -6.1834
H 0.3500 -0.5285 5.3683
H 2.6096 1.3543 4.5081
*
```

These are the Mulliken partial charges, in e, on atoms 1 to 5: number 1, O, carries -0.62; number 2, O, carries -0.55; number 3, O, carries -0.41; number 4, O, carries 0.38; number 5, O, carries -0.77

=====

no.,E_tot (hartree)
1,-1397.29051
2,-2360.81529
3,-2671.79641
4,-272.77444
5,-3057.17260